[1]
DFT (ωB97M-V with the def2-TZVPD basis set) results for a cluster of 3 separate species, C3H10O3 in total at a distorted geometry.

Summary:
- structure (SMILES) = C=CCO.O.O
- calculated total energy (a.u.) = -345.97323
- ΔE to the lowest compared entry with this formula, charge and spin (kcal per mole) = 25.87
- orbital gap (Eh) = 0.38362
- highest occupied orbital energy (eV) = -9.782

```
16
Properties=species:S:1:pos:R:3:forces:R:3
C 0.096 -0.219 1.826 0.8925 -0.8715 -0.6071
O -0.365 -1.508 1.428 -0.0279 0.8770 -0.5656
C 1.020 0.361 0.778 0.9628 0.2358 0.8652
C 1.136 1.669 0.556 -1.6897 0.1473 -0.6357
H -0.748 0.460 1.943 0.0851 0.1480 0.6705
H 0.725 -0.424 2.696 -0.5341 0.4819 0.4494
H -0.612 -1.386 0.485 -0.0939 -0.8843 0.5046
H 1.801 -0.311 0.426 -0.5321 -0.2529 -0.6943
H 1.503 2.112 -0.363 1.1003 -0.0696 0.3979
H 0.495 2.332 1.133 -0.1090 0.0645 -0.1368
H -1.422 1.145 -2.472 0.0231 0.1521 0.2698
H -0.225 0.900 -1.467 -0.2782 0.2591 -0.0041
O -0.680 0.578 -2.257 0.4328 -0.1715 -0.3009
H -1.016 -2.670 -1.703 -0.0038 -0.1363 0.3065
H -0.726 -1.175 -1.830 -0.3700 -0.0260 0.3763
O -0.982 -1.863 -1.180 0.1421 0.0462 -0.8958
```
Forces are in eV/Å.

=====

[2]
DFT (ωB97M-V with the def2-TZVPD basis set) results for a structure of composition CHFN2O3 at a distorted geometry.

Summary:
- calculated total energy (a.u.) = -473.62924
- ΔE to the lowest compared entry with this formula, charge and spin (kcal per mole) = 42.54
- orbital gap (Eh) = 0.39787
- highest occupied orbital energy (eV) = -11.029

```
8
Properties=species:S:1:pos:R:3:forces:R:3
C -1.555 -0.035 0.022 4.8385 0.5456 0.0549
N 0.301 0.455 0.101 -5.5316 -0.2606 0.2095
N 1.322 -0.400 -0.009 -0.2048 0.6508 -0.1666
O 1.082 -1.574 -0.006 -0.1394 -0.9638 0.0223
O -1.904 -1.126 0.101 -0.3298 0.0293 0.0177
O 2.403 0.134 -0.090 0.9797 0.0944 -0.0583
F -2.130 1.102 -0.120 -0.0587 0.1224 0.0502
H 0.480 1.445 0.000 0.4461 -0.2179 -0.1297
```
Forces are in eV/Å.

=====

[3]
DFT (ωB97M-V with the def2-TZVPD basis set) results for a cluster of 2 separate species, C6H11NO in total at a distorted geometry.

Summary:
- calculated total energy (a.u.) = -365.00686
- ΔE to the lowest compared entry with this formula, charge and spin (kcal per mole) = 140.95
- orbital gap (Eh) = 0.32149
- highest occupied orbital energy (eV) = -8.368

```
19
Properties=species:S:1:pos:R:3:forces:R:3
C -0.888 -0.930 0.912 -1.1292 -1.5239 2.4443
C -0.168 -1.524 -0.310 0.5855 -1.3304 0.7115
C 0.209 -0.336 -1.082 1.8960 -1.3722 -3.0103
C 1.551 0.302 -0.705 2.2025 0.9537 0.3014
C 0.591 1.645 -0.545 2.3943 0.4629 2.0999
C -1.416 0.459 0.485 0.4751 0.8174 0.1854
H 0.459 0.196 2.250 -2.5157 -5.4855 0.4681
H -1.785 -1.538 1.033 0.2341 -0.2983 0.7780
H -0.948 -2.047 -0.901 0.6502 -0.3591 0.5384
H 0.776 -2.141 -0.080 -1.8520 0.5017 -0.2194
H 0.058 -0.456 -2.169 0.4504 -0.4062 0.1153
H 2.554 0.446 -1.491 -3.1327 -0.7693 2.2952
H 1.858 -0.294 0.312 -0.2350 2.0882 -2.2401
H 0.803 2.413 -1.348 -0.7134 -1.0844 0.4751
H 0.741 2.292 0.472 -0.7051 -1.6915 -2.0125
H -2.583 0.601 0.287 2.4984 -0.6829 0.3695
H -1.095 1.206 1.241 -0.7303 -0.3345 0.0001
N -0.561 0.728 -0.662 -1.7865 4.3454 0.1990
O -0.155 -1.022 2.300 1.4133 6.1689 -3.4990
```
Forces are in eV/Å.

=====

[4]
DFT (ωB97M-V with the def2-TZVPD basis set) results for a structure of composition C30H52BN7ORe at a distorted geometry.

Summary:
- calculated total energy (a.u.) = -1735.59115
- orbital gap (spin up / spin down) (Eh) = 0.21752 / 0.23854
- spin multiplicity = 2
- net charge = +2
- highest occupied orbital energy (spin up / spin down) (eV) = -14.298 / -14.415

```
92
Properties=species:S:1:pos:R:3:forces:R:3
Re -0.160 -0.336 0.168 0.2870 -0.0398 1.6552
C 1.804 -0.868 -2.926 -0.0469 -0.1904 0.1988
C 2.599 -1.638 -1.864 -0.1344 0.0538 -0.0919
C 3.902 -2.155 -2.471 -0.2210 -0.0125 0.1460
C 2.852 -0.732 -0.701 0.9404 -0.1581 -0.2631
C 4.083 -0.267 -0.274 -0.6126 -0.2501 -0.1041
C 3.828 0.655 0.742 -0.4536 -0.0634 -0.1672
C 4.827 1.418 1.539 0.1232 0.1331 0.2711
C 4.929 0.811 2.947 -0.0675 0.1340 -0.2005
C 6.194 1.414 0.856 -0.2203 0.1196 0.0183
N 2.497 0.721 0.902 0.9005 0.3166 0.4028
N 1.882 -0.137 0.044 -1.5206 -0.2491 0.2564
B 1.676 1.681 1.782 -0.3626 -0.3169 -0.3501
N 0.742 2.489 0.866 0.2487 0.4194 0.2817
N -0.127 1.867 0.022 -0.4591 -1.4016 -0.3359
C -0.745 2.806 -0.705 0.0348 1.0197 0.1130
C -0.286 4.059 -0.295 0.0336 -0.6554 0.1598
C 0.660 3.822 0.694 -0.3483 -0.0322 -0.3678
C 1.446 4.860 1.421 0.0765 0.1933 0.0674
C 2.269 5.682 0.422 0.0479 -0.1801 0.2065
C 0.498 5.769 2.211 0.1794 -0.2003 0.0506
C -1.696 2.602 -1.841 0.0626 -0.1904 -0.2650
C -2.086 1.149 -2.074 -0.2451 0.3933 0.4782
C -1.070 3.197 -3.109 -0.1343 0.0517 0.1311
N 0.813 0.831 2.730 0.5969 0.4057 0.8250
N -0.063 -0.078 2.231 -0.0666 -0.3509 -2.6118
C -0.758 -0.604 3.266 -0.3427 -0.0039 0.9622
C -0.297 -0.021 4.436 -0.1478 -0.2628 -0.6294
C 0.705 0.877 4.071 -0.1305 -0.3212 -0.4315
C 1.502 1.742 4.988 0.1077 0.3401 0.0574
C 0.917 3.160 4.993 0.1243 -0.1432 -0.0474
C 1.532 1.182 6.410 0.0929 -0.0454 -0.2273
C -1.839 -1.630 3.169 -0.0865 -0.1567 -0.0838
C -3.111 -1.132 3.863 0.1288 0.0149 -0.2327
C -1.376 -2.957 3.773 -0.0589 0.0909 -0.1171
H 1.533 -1.528 -3.746 -0.0934 -0.0219 -0.0775
H 2.407 -0.057 -3.327 -0.0060 0.1326 -0.0185
H 0.890 -0.439 -2.500 -0.0544 0.0612 -0.1433
H 2.016 -2.499 -1.524 0.0414 0.0596 -0.0130
H 4.508 -1.334 -2.846 0.0780 0.0752 -0.0478
H 3.676 -2.813 -3.306 0.0114 -0.0550 -0.0595
H 4.476 -2.716 -1.742 0.1441 -0.0982 0.0613
H 5.042 -0.560 -0.645 0.1711 -0.0231 -0.0997
H 4.481 2.452 1.634 -0.0172 -0.0667 -0.0345
H 5.295 -0.210 2.890 0.0549 -0.1363 0.0217
H 3.960 0.802 3.440 -0.0586 -0.0351 0.1039
H 5.625 1.395 3.542 0.0565 0.0237 0.1057
H 6.621 0.415 0.850 0.0709 -0.1173 -0.0172
H 6.876 2.063 1.398 0.0504 0.0357 0.0271
H 6.116 1.773 -0.167 0.0922 0.0462 -0.0975
H 2.390 2.386 2.382 0.2039 0.1733 0.2642
H -0.606 5.010 -0.669 -0.0251 0.1922 -0.0893
H 2.136 4.382 2.116 -0.0388 -0.0426 0.0048
H 1.623 6.202 -0.278 -0.0806 0.0701 -0.1223
H 2.950 5.044 -0.137 0.0767 0.0036 -0.1001
H 2.852 6.424 0.961 0.0719 0.0811 0.0043
H -0.150 6.326 1.542 -0.1056 0.0871 -0.0889
H 1.082 6.478 2.792 0.0020 0.1067 0.0612
H -0.123 5.192 2.892 -0.0995 0.0285 0.0551
H -2.607 3.169 -1.608 0.1127 -0.0896 -0.0235
H -1.188 0.510 -2.123 0.1175 -0.1717 -0.0915
H -2.609 1.053 -3.023 0.0920 -0.1582 -0.0904
H -2.745 0.806 -1.280 0.0536 -0.0722 -0.1411
H -0.187 2.630 -3.398 0.1183 -0.0319 -0.0375
H -0.782 4.233 -2.956 0.0659 0.0627 -0.0403
H -1.785 3.166 -3.925 -0.0793 -0.0315 -0.1358
H -0.643 -0.224 5.426 -0.0619 -0.0851 0.2608
H 2.528 1.804 4.617 -0.0606 -0.0476 -0.0666
H -0.127 3.140 5.295 -0.1590 0.0185 0.0421
H 0.989 3.610 4.010 -0.0305 0.1351 -0.1352
H 1.464 3.777 5.700 0.0564 0.0953 0.0548
H 0.565 1.289 6.892 -0.1622 -0.0196 0.0842
H 2.257 1.735 7.000 0.0302 0.0542 0.0436
H 1.819 0.134 6.419 0.0432 -0.1378 0.0613
H -2.067 -1.786 2.117 0.0850 0.0054 0.1849
H -2.944 -0.997 4.926 0.0055 0.0506 0.1676
H -3.906 -1.863 3.743 -0.0761 -0.0838 0.0003
H -3.441 -0.189 3.436 -0.0667 0.1206 0.0217
H -1.065 -2.821 4.804 0.0372 -0.0184 0.1440
H -0.538 -3.370 3.217 0.1434 -0.1065 -0.0296
H -2.196 -3.672 3.760 -0.0092 -0.0804 -0.0068
N -3.989 -2.194 -0.207 -0.0788 0.2547 0.0203
C -2.700 -1.937 -0.090 -0.0492 -0.7797 -0.1792
O -2.296 -0.774 0.148 0.5749 0.8070 0.3437
C -1.698 -3.052 -0.194 0.1254 0.3934 0.0623
C -0.301 -2.443 -0.395 0.0019 0.6333 0.0510
H -4.672 -1.457 -0.092 0.0791 -0.0312 -0.0331
H -4.325 -3.123 -0.403 0.0562 -0.0143 0.0089
H -1.960 -3.728 -1.010 -0.0850 -0.0198 0.0923
H -1.743 -3.630 0.734 -0.0732 0.0453 -0.0170
H -0.113 -2.461 -1.478 0.2533 0.1106 0.0811
H 0.450 -3.075 0.090 0.0680 0.1502 -0.1525
```
Forces are in eV/Å.